Molecular formula: C43H122N12O13
Method: DFT, wB97M-V/def2-TZVPD

Computed properties:
Highest occupied orbital energy   -8.60 eV
Total energy   -91058.139 eV
Relative energy (zero: lowest compared OMol25 entry of this formula, charge and spin)   0.000 eV

Structure (ORCA input):
```
! RIJCOSX wB97M-V def2-TZVPD def2/J DEFGRID3
* xyz 0 1
C -25.71 0.84 -12.43
O -24.49 0.93 -13.19
H -26.37 1.70 -12.58
H -26.09 -0.17 -12.59
H -25.37 0.78 -11.40
H -24.04 1.77 -13.03
C -23.49 2.05 -16.52
O -22.17 2.45 -16.29
H -23.44 1.03 -16.14
H -24.16 2.59 -15.85
H -23.83 2.07 -17.56
H -21.67 1.84 -16.83
C -22.90 -2.83 -15.77
O -21.95 -3.60 -15.76
N -23.04 -1.69 -15.17
N -23.97 -3.16 -16.45
H -22.38 -1.37 -14.48
H -23.75 -1.13 -15.62
H -24.68 -2.44 -16.48
H -23.91 -4.06 -16.91
C -27.82 -1.41 -16.18
C -26.77 -1.02 -15.13
C -26.35 -2.12 -14.14
O -27.32 -2.51 -13.10
C -27.57 -3.94 -12.95
N -25.64 -0.41 -15.80
H -28.50 -2.01 -15.57
H -27.50 -2.14 -16.92
H -28.46 -0.61 -16.54
H -27.29 -0.27 -14.53
H -25.38 -1.84 -13.73
H -26.11 -3.03 -14.69
H -28.18 -4.18 -12.08
H -26.59 -4.42 -12.95
H -28.06 -4.41 -13.81
H -26.00 0.19 -16.52
H -25.31 0.33 -15.20
C -28.75 -0.60 -10.44
C -29.81 -0.23 -11.47
C -29.89 1.27 -11.74
O -31.09 1.70 -12.45
C -32.28 1.90 -11.72
N -29.62 -1.04 -12.68
H -28.93 -0.13 -9.47
H -27.74 -0.33 -10.72
H -28.74 -1.68 -10.27
H -30.81 -0.53 -11.15
H -29.04 1.67 -12.30
H -29.87 1.95 -10.88
H -32.68 0.99 -11.27
H -33.13 2.36 -12.21
H -32.03 2.65 -10.97
H -28.66 -1.29 -12.87
H -30.14 -0.69 -13.46
C -31.47 -6.65 -13.46
C -31.49 -7.88 -12.58
C -31.32 -7.46 -11.12
O -30.24 -6.58 -10.85
C -28.94 -7.12 -11.16
N -32.73 -8.53 -12.75
H -32.31 -5.97 -13.35
H -31.50 -7.01 -14.48
H -30.51 -6.16 -13.31
H -30.80 -8.67 -12.88
H -31.16 -8.33 -10.48
H -32.15 -6.85 -10.75
H -28.73 -7.98 -10.53
H -28.07 -6.47 -11.06
H -28.99 -7.52 -12.17
H -32.73 -9.03 -13.63
H -32.90 -9.20 -12.01
C -35.16 -1.79 -14.61
C -34.15 -2.38 -15.69
C -33.45 -3.54 -15.06
O -32.58 -4.19 -15.99
C -31.20 -3.83 -15.85
N -34.88 -2.64 -16.98
H -35.80 -1.00 -15.01
H -34.66 -1.42 -13.72
H -35.81 -2.60 -14.28
H -33.42 -1.63 -16.01
H -34.18 -4.31 -14.82
H -32.99 -3.22 -14.13
H -30.58 -4.10 -16.71
H -30.73 -4.32 -14.99
H -31.10 -2.77 -15.65
H -34.29 -3.15 -17.61
H -35.04 -1.74 -17.41
C -23.91 -5.50 -13.32
C -22.87 -6.52 -13.29
C -23.45 -7.89 -13.00
O -22.46 -8.84 -12.67
C -22.10 -9.71 -13.72
N -22.28 -6.50 -14.57
H -24.34 -5.52 -12.31
H -24.63 -5.75 -14.09
H -23.65 -4.44 -13.35
H -22.23 -6.17 -12.48
H -24.06 -8.28 -13.82
H -24.15 -7.83 -12.16
H -22.82 -10.53 -13.76
H -21.09 -10.09 -13.88
H -22.27 -9.18 -14.65
H -22.45 -5.64 -15.07
H -22.88 -7.14 -15.08
C -26.91 3.80 -14.44
C -27.83 2.84 -15.26
C -29.28 3.25 -15.68
O -29.94 2.40 -16.69
C -31.21 2.78 -17.05
N -27.06 2.43 -16.43
H -26.54 4.61 -15.08
H -26.01 3.25 -14.18
H -27.31 4.22 -13.52
H -27.90 1.88 -14.75
H -29.26 4.31 -15.96
H -29.82 3.32 -14.74
H -31.52 2.21 -17.93
H -31.24 3.84 -17.30
H -31.97 2.68 -16.27
H -27.82 2.07 -16.98
H -26.68 3.19 -16.97
C -23.93 0.95 -21.60
C -25.48 1.09 -21.58
C -26.03 0.51 -20.24
O -27.47 0.59 -20.34
C -28.06 0.15 -19.14
N -25.75 2.51 -21.66
H -23.65 1.37 -22.56
H -23.57 -0.08 -21.49
H -23.62 1.62 -20.80
H -25.81 0.47 -22.41
H -25.64 1.01 -19.34
H -25.79 -0.54 -20.06
H -27.94 0.89 -18.35
H -27.59 -0.76 -18.78
H -29.11 -0.10 -19.31
H -26.73 2.74 -21.73
H -25.34 2.82 -22.53
C -22.01 -0.26 -10.01
C -22.06 -1.32 -11.11
C -23.16 -2.38 -11.07
O -23.16 -3.20 -9.94
C -22.06 -4.12 -9.87
N -22.02 -0.61 -12.43
H -21.58 -0.69 -9.10
H -23.07 -0.12 -9.79
H -21.47 0.68 -10.18
H -21.12 -1.87 -11.05
H -23.03 -3.01 -11.95
H -24.11 -1.85 -11.18
H -21.21 -3.52 -9.55
H -21.74 -4.35 -10.89
H -22.05 -4.99 -9.21
H -21.41 0.20 -12.40
H -22.90 -0.12 -12.54
C -29.33 -5.02 -6.95
C -28.60 -6.26 -7.65
C -27.19 -5.85 -8.23
O -27.33 -4.65 -8.94
C -26.10 -3.97 -9.16
N -28.51 -7.27 -6.62
H -28.89 -4.82 -5.97
H -30.41 -5.07 -6.78
H -29.26 -4.10 -7.53
H -29.24 -6.66 -8.44
H -26.83 -6.66 -8.86
H -26.57 -5.64 -7.36
H -25.39 -4.69 -9.56
H -25.61 -3.59 -8.26
H -26.47 -3.22 -9.86
H -28.30 -6.80 -5.75
H -29.44 -7.63 -6.42
C -26.52 -5.58 -16.40
C -26.36 -5.83 -17.92
C -26.87 -4.61 -18.81
O -28.30 -4.54 -18.83
C -28.89 -3.65 -19.84
N -24.98 -6.04 -18.08
H -25.72 -5.00 -15.95
H -26.52 -6.48 -15.78
H -27.50 -5.20 -16.12
H -26.99 -6.67 -18.20
H -26.63 -4.83 -19.85
H -26.35 -3.69 -18.54
H -28.74 -4.08 -20.83
H -28.48 -2.64 -19.81
H -29.96 -3.71 -19.65
H -24.62 -6.72 -17.43
H -24.75 -6.42 -18.99
*
```

Here are the Löwdin charges for atoms 1 to 2, given in e: number 1, C, carries -0.104; number 2, O, carries -0.157